A structure of composition C2H5O3Si, computed with ωB97M-V with the def2-TZVPD basis set.

XYZ file:
```
11
Properties=species:S:1:pos:R:3:forces:R:3
Si 0.089 -0.570 -0.130 0.333 -1.498 1.940
C 1.291 0.552 -1.085 -1.701 0.487 -2.018
H -0.546 1.244 1.348 -0.679 -0.097 -0.449
H -1.785 -0.027 1.715 1.360 0.001 -0.125
O 2.434 0.603 -0.691 2.408 0.325 0.933
O 0.777 1.103 -2.130 0.315 -0.783 1.292
H -1.000 -0.401 -2.037 0.688 0.733 -1.435
O -1.171 -0.603 -1.143 -2.057 -1.280 1.129
C -0.685 0.162 1.541 -1.054 0.877 -3.010
H -0.090 0.155 2.380 1.216 -1.124 2.284
H 0.685 -2.217 0.232 -0.830 2.359 -0.541
```
Positions in Å, forces in eV/Å.

Values from the calculation:
Molar mass: 105.145 g mol⁻¹
Net charge: -1
HOMO level: -0.1391 hartree
Gap between HOMO and LUMO: 7.821 eV



A structure of composition C2H5O4PS, computed with ωB97M-V with the def2-TZVPD basis set.

XYZ file:
```
13
Properties=species:S:1:pos:R:3:forces:R:3
O 0.348 1.035 1.211 -4.820 2.081 0.000
H 2.501 -0.816 -0.775 1.643 -1.915 -0.583
C 1.754 -0.139 -0.578 0.717 1.918 1.958
H 1.010 -0.149 -1.291 -1.072 0.051 -1.557
H 2.268 0.847 -0.588 -0.386 -0.403 0.207
P 1.116 -0.313 1.132 3.468 -0.202 0.062
H -0.891 1.613 -0.453 -1.795 -1.436 1.646
O -2.467 -1.464 0.308 0.065 -0.030 0.041
H -2.104 1.389 1.056 0.204 -0.349 0.327
C -1.347 0.957 0.415 5.681 0.897 -1.430
O -0.789 -0.819 -1.397 -0.386 -0.463 0.630
S -1.247 -0.818 -0.039 -1.849 0.599 -0.229
O -0.151 -1.324 0.998 -1.469 -0.749 -1.070
```
Positions in Å, forces in eV/Å.

Values from the calculation:
Molar mass: 156.099 g mol⁻¹
Net charge: 0
HOMO level (alpha / beta): -0.3368 / -0.3368 hartree
Gap between HOMO and LUMO (alpha / beta): 8.222 / 8.222 eV



A cluster of 2 separate species, C2H5OP in total, computed with ωB97M-V with the def2-TZVPD basis set.

XYZ file:
```
9
Properties=species:S:1:pos:R:3:forces:R:3
H -1.198 0.234 1.447 -0.978 0.325 0.217
H 2.191 0.217 -1.361 -3.536 0.586 0.761
H -0.034 1.601 -0.907 1.010 -2.467 0.628
P -0.684 -1.025 -1.020 0.707 -0.139 0.794
C 0.316 -0.364 0.496 0.526 0.995 -0.092
O -0.280 0.141 1.661 0.066 -0.323 -0.371
C 0.317 0.487 -0.741 2.388 1.136 -0.807
H 1.261 -0.777 0.862 -0.323 -0.317 -0.882
H -1.888 -0.513 -0.437 0.141 0.203 -0.248
```
Positions in Å, forces in eV/Å.

Values from the calculation:
Molar mass: 76.035 g mol⁻¹
Net charge: 0
HOMO level (alpha / beta): -0.3307 / -0.3304 hartree
Gap between HOMO and LUMO (alpha / beta): 8.392 / 8.389 eV



An isolated molecule of C2H5OP, computed with ωB97M-V with the def2-TZVPD basis set.

XYZ file:
```
9
Properties=species:S:1:pos:R:3:forces:R:3
H -0.394 1.887 -0.316 -0.833 -1.035 -0.371
H 1.353 -0.482 0.841 0.026 -0.228 -0.112
P -0.272 -0.607 -1.063 -1.798 1.546 0.777
C 0.629 -1.098 0.318 1.298 0.041 0.347
H 0.465 -0.086 -2.017 1.788 0.629 -1.806
C -0.943 0.905 -0.308 2.047 1.289 -1.821
H -0.095 -1.633 0.865 -0.268 -1.067 1.146
O -1.287 -1.564 -1.491 -0.736 -0.994 -0.447
H -1.323 0.635 0.603 -1.524 -0.182 2.287
```
Positions in Å, forces in eV/Å.

Values from the calculation:
Molar mass: 76.035 g mol⁻¹
Net charge: 0
Spin multiplicity: 3
HOMO level (alpha / beta): -0.3285 / -0.3813 hartree
Gap between HOMO and LUMO (alpha / beta): 9.921 / 8.208 eV



Table of energy relative to the best compared isomer or geometry (same formula, charge and spin) (kJ/mol), in record order: 111.1 376.6 490.5 46.1
Table of largest force on an atom (eV Å⁻¹), in record order: 3.31 5.93 3.66 3.03
Table of energy (Ha), in record order: -594.501398 -1119.628583 -495.593689 -495.640447